Here is a molecular structure, C17H37BClInNO6 at a distorted geometry from OMol25. Energies are from the ωB97M-V functional and the def2-TZVPD basis.

HOMO energy	-4.2	eV
net charge	-1
DFT total energy	-50376.795	eV
LUMO	2.46	eV

Cartesian coordinates (Å):
In -1.23 -1.18 0.73
Cl 3.45 1.14 -1.59
O -6.32 1.31 1.73
O -0.84 -3.98 2.40
O -0.37 -0.79 3.70
O 6.05 2.40 -5.41
O -2.00 0.53 4.54
O -4.05 1.26 1.75
N -0.87 -4.38 -0.06
C -1.53 -0.57 4.33
C -3.46 -0.87 0.70
C 7.45 4.33 -4.81
C -5.99 2.11 4.56
C -0.20 -0.08 2.42
C 1.29 -0.49 -1.05
C -2.18 -1.84 4.82
C 1.82 0.92 -0.86
C 0.49 -4.53 -0.58
C -3.91 0.57 0.49
C -5.26 1.19 2.33
C 6.59 3.63 -5.85
C 3.96 3.32 -4.50
C -1.49 -5.67 0.27
C -5.21 1.00 3.82
C 5.20 2.47 -4.28
C -0.26 -0.52 -1.17
B -0.91 -3.45 1.11
H 8.23 3.66 -4.45
H -5.37 2.55 5.33
H 7.19 3.39 -6.72
H 1.23 -3.92 -0.05
H -3.85 -1.28 1.64
H -6.25 2.90 3.85
H 0.88 -0.03 2.26
H 5.79 4.29 -6.20
H 3.30 3.24 -3.64
H 1.16 1.63 -1.34
H -4.84 0.61 -0.07
H -0.60 0.48 -1.46
H -5.63 0.03 4.06
H 1.65 -1.14 -0.25
H 5.75 2.81 -3.40
H -3.09 -1.60 5.34
H -6.92 1.73 4.97
H -4.18 1.01 4.17
H 3.43 2.99 -5.39
H -1.51 -2.35 5.51
H 4.89 1.44 -4.08
H 7.92 5.21 -5.25
H 0.80 -5.57 -0.55
H 1.71 -0.87 -1.98
H 4.21 4.38 -4.63
H -0.54 0.95 2.50
H -1.52 -6.33 -0.59
H 6.87 4.66 -3.95
H -3.84 -1.50 -0.10
H -2.35 -2.51 3.98
H -3.18 1.11 -0.10
H -1.00 -6.17 1.11
H -2.51 -5.49 0.58
H 0.53 -4.23 -1.63
H 1.93 1.13 0.19
H 0.02 -3.85 2.80
H -0.52 -1.19 -1.98

***

Here is 2 unconnected molecules or ions with the total composition C4H8N2O from OMol25. Energies are from the ωB97M-V functional and the def2-TZVPD basis.

HOMO energy	-9.8	eV
DFT total energy	-9304.194	eV
LUMO	0.86	eV
SMILES string	CN1CC1.N=C=O

Cartesian coordinates (Å):
O 2.08 -2.28 -1.99
N -0.19 0.43 0.16
N 1.59 0.06 -1.90
C -1.57 0.87 0.24
C 1.80 -1.13 -1.91
C -1.25 -0.55 -0.02
C 0.65 0.41 1.34
H 0.93 0.52 -1.26
H 1.63 -0.04 1.09
H -1.87 1.52 -0.57
H 0.17 -0.12 2.17
H -1.36 -0.96 -1.02
H 0.85 1.43 1.66
H -2.00 1.10 1.22
H -1.48 -1.25 0.79

***

Here is C3H7N3O2 in the gas phase at a distorted geometry from OMol25. Energies are from the ωB97M-V functional and the def2-TZVPD basis.

HOMO energy	-9.4	eV
DFT total energy	-11787.308	eV
LUMO	0.66	eV
SMILES string	[H]/N=C(/CN)NOC=O

Cartesian coordinates (Å):
O -1.80 0.99 -2.20
O 0.37 1.57 -1.48
N 0.25 1.10 -0.18
N 0.55 -1.70 2.13
N 0.09 -1.31 -0.64
C 0.36 -0.32 1.58
C 0.18 -0.28 0.12
C -0.73 1.50 -2.31
H 1.15 -2.30 1.51
H 1.36 0.06 1.68
H -0.40 2.00 -3.20
H -0.15 -1.05 -1.60
H -0.35 -2.12 2.31
H -0.52 1.57 0.21
H -0.38 0.30 2.06

***

Here is 2 unconnected molecules or ions with the total composition C10H23N3O5 at a distorted geometry from OMol25. Energies are from the ωB97M-V functional and the def2-TZVPD basis.

HOMO energy	-9.0	eV
DFT total energy	-25448.375	eV
LUMO	0.46	eV
SMILES string	C[C@@H](O)[C@H](N)C(=O)O.NCCCC[C@H](N)C(=O)O

Cartesian coordinates (Å):
O 1.29 -1.02 2.78
O 1.06 -1.00 -4.67
O -2.13 0.13 2.18
O -1.04 -0.48 -5.06
O -1.73 0.06 4.31
N -0.13 2.13 -4.46
N 0.76 1.14 4.26
N -0.41 -3.15 -0.06
C -0.09 -0.49 -1.51
C 0.88 0.22 2.14
C 2.06 1.13 1.75
C -0.27 -1.89 0.62
C 0.01 1.05 3.03
C 0.14 -0.24 -4.52
C -0.93 -0.85 -0.28
C 0.17 0.93 -3.59
C -0.61 0.73 -2.27
C -1.37 0.42 3.08
H 2.87 0.56 1.23
H 1.01 -0.42 -1.21
H 0.76 -1.65 0.68
H 0.44 -0.01 1.30
H -1.82 -1.26 -0.66
H -1.23 0.00 0.21
H -0.34 2.88 -3.86
H 1.71 -0.70 3.64
H 0.30 0.52 4.90
H 1.24 0.96 -3.31
H -0.18 -1.28 -2.16
H 0.70 2.05 4.68
H -0.85 -1.35 -5.47
H 0.25 -3.66 0.21
H -0.31 -3.05 -0.89
H -0.04 2.06 2.53
H 1.75 1.95 1.08
H -0.87 1.99 -4.96
H -0.74 -1.90 1.60
H 2.47 1.60 2.66
H -2.61 -0.33 4.16
H -1.70 0.64 -2.41
H -0.50 1.60 -1.68

***

Here is 3 unconnected molecules or ions with the total composition C4H7NO2 from OMol25. Energies are from the ωB97M-V functional and the def2-TZVPD basis.

HOMO energy	-9.6	eV
DFT total energy	-9838.903	eV
LUMO	-0.76	eV

Cartesian coordinates (Å):
O 2.22 1.33 0.34
O -0.92 1.57 0.82
N 1.99 0.11 -0.24
C 0.03 -1.38 -0.77
C -0.58 0.74 -0.12
C -0.85 -0.66 0.25
C 0.75 -0.12 -0.41
H -0.60 -0.90 1.28
H -0.90 0.97 -1.16
H 3.18 1.41 0.32
H -2.08 0.75 1.10
H 0.48 -2.32 -0.48
H -2.36 -0.10 0.87
H -0.37 -1.40 -1.79

***

Which of these has the lowest HOMO energy?
C4H8N2O

***

LUMO of number 3 (C3H7N3O2)?
0.66 eV

***

What is the formula in the third record?
C3H7N3O2